Entry 1:
The molecule C9H9NO2 at a distorted geometry. Source: OMol25; level of theory: ωB97M-V/def2-TZVPD.

Output
E_tot: -553.35080 hartree
HOMO (alpha / beta): -6.31 / -9.00 eV
2S+1: 3
total charge: 0
LUMO (alpha / beta): 0.1 / -1.9 eV
⟨S²⟩: 2.03
gap between HOMO and LUMO (alpha / beta): 6.37 / 7.11 eV

```
21
Properties=species:S:1:pos:R:3:lowdin_charge:R:1
C -0.07999 1.14448 -2.44833 -0.0183
C -0.73074 2.29021 -2.28760 -0.0857
C -0.06045 2.40136 -0.03533 -0.1106
C 0.24538 1.31626 0.78762 -0.0277
C 0.13033 0.01644 -1.45637 -0.2758
C 0.09825 -1.59432 1.87392 -0.4445
C -1.09707 2.45155 -0.93752 -0.1079
C 0.27993 0.16015 0.12349 -0.2108
C 0.37839 -3.08685 2.05977 -0.0267
N 0.62069 -1.02420 0.60334 0.1116
O 0.09956 -1.10431 -1.90337 0.0628
O -0.34846 -0.91659 2.74057 0.1013
H 0.24060 0.81325 -3.50297 0.1426
H -0.84967 3.04308 -3.00224 0.1023
H 0.86295 2.97108 -0.23163 0.1424
H 0.50777 1.59862 1.77923 0.1228
H -1.99971 1.90734 -0.64961 0.1403
H 0.94247 -3.23375 3.00324 0.0735
H -0.65811 -3.73917 2.35706 0.1481
H 0.81748 -3.75982 1.27434 0.0760
H 0.60040 -1.65481 -0.14760 0.0842
```

=====

Entry 2:
A structure of composition C41H38AsB2N6O2PPt. Source: OMol25; level of theory: ωB97M-V/def2-TZVPD.

Output
E_tot: -4810.45662 hartree
HOMO (alpha / beta): -6.12 / -8.24 eV
2S+1: 3
total charge: 0
LUMO (alpha / beta): 0.6 / -0.5 eV
⟨S²⟩: 2.01
gap between HOMO and LUMO (alpha / beta): 6.77 / 7.78 eV

```
92
Properties=species:S:1:pos:R:3:lowdin_charge:R:1
Pt 2.23582 1.47723 -0.31532 1.0840
C -0.70064 4.26282 -2.33514 -0.0519
C -0.41070 3.16607 -1.52015 -0.1460
N 0.90105 3.02080 -1.38882 -0.0627
N 1.47826 4.00378 -2.09690 -0.0361
C 0.53715 4.77213 -2.66950 -0.0717
B 2.97188 4.27660 -1.89424 -0.5183
N 3.80443 3.14239 -2.50853 -0.0348
C 4.64839 3.17350 -3.55174 -0.0779
C 5.30564 1.96173 -3.61777 -0.0539
C 4.79809 1.23394 -2.53731 -0.1265
N 3.90282 1.95576 -1.88086 -0.0332
N 3.26522 4.34648 -0.36925 -0.0170
C 3.81713 5.35505 0.31916 -0.0716
C 3.91882 4.99046 1.64631 -0.0494
C 3.39174 3.69814 1.68639 -0.1311
N 2.99606 3.33019 0.47556 -0.1029
H -1.66656 4.63236 -2.62764 0.0923
H -1.07760 2.49595 -1.00794 0.0626
H 0.82454 5.62454 -3.26011 0.1201
H 3.26456 5.32740 -2.38971 0.1192
H 4.72713 4.05940 -4.15779 0.1185
H 6.04934 1.65914 -4.33199 0.0902
H 5.02289 0.23866 -2.19674 0.0984
H 4.09833 6.25974 -0.19135 0.1210
H 4.31907 5.56745 2.45966 0.0930
H 3.28976 3.01171 2.51019 0.1033
C -1.92491 0.49718 0.74019 -0.4143
C -2.67941 0.22688 -0.54932 -0.4602
As -4.59757 0.67037 -0.36728 1.2929
C -4.93280 -0.66260 1.02087 -0.4335
C -4.66284 -2.01590 0.83252 -0.1221
C -4.81367 -2.91364 1.87535 -0.0855
C -5.23765 -2.46901 3.12209 -0.0900
C -5.51428 -1.12667 3.31722 -0.0883
C -5.36240 -0.22732 2.26794 -0.1284
C -5.24695 -0.35839 -1.89889 -0.4270
C -4.52448 -0.42298 -3.08554 -0.1169
C -5.02733 -1.10950 -4.18248 -0.0890
C -6.26016 -1.73712 -4.10703 -0.0950
C -6.99076 -1.67247 -2.92978 -0.0887
C -6.48806 -0.98594 -1.83547 -0.1270
P -0.09068 0.24024 0.60286 1.0172
C 0.28893 0.08634 2.38735 -0.3678
C -0.02547 -0.99792 3.20112 -0.0798
C 0.27059 -0.97397 4.55447 -0.0790
C 0.87029 0.14107 5.12254 -0.0849
C 1.16958 1.23428 4.32719 -0.0774
C 0.88257 1.20093 2.96947 -0.1194
C -0.04185 -1.42090 -0.14557 -0.3584
C 0.77832 -1.63282 -1.24661 -0.1074
C 0.83868 -2.87623 -1.85968 -0.0651
C 0.06561 -3.92251 -1.38659 -0.0765
C -0.78803 -3.71566 -0.30948 -0.0711
C -0.84338 -2.47404 0.30062 -0.1046
H -2.28975 -0.16567 1.53310 0.0679
H -2.08631 1.51534 1.10972 0.0800
H -2.62119 -0.83093 -0.81236 0.0562
H -2.26880 0.78844 -1.39113 0.0442
H -4.33818 -2.37483 -0.13858 0.1058
H -4.60469 -3.96436 1.71669 0.1024
H -5.35551 -3.17167 3.93661 0.1012
H -5.84765 -0.77236 4.28393 0.1018
H -5.57683 0.82300 2.43036 0.0907
H -3.55594 0.05452 -3.17317 0.0923
H -4.44883 -1.15396 -5.09624 0.1021
H -6.65097 -2.27507 -4.96068 0.1003
H -7.95491 -2.15948 -2.86032 0.1019
H -7.06716 -0.95278 -0.91903 0.1008
H -0.47983 -1.88745 2.78818 0.0892
H 0.03040 -1.83239 5.16901 0.1029
H 1.09935 0.15741 6.18013 0.1019
H 1.63429 2.11401 4.75418 0.1025
H 1.13302 2.05345 2.34831 0.0671
H 1.39166 -0.82372 -1.63077 0.0706
H 1.49571 -3.02115 -2.70737 0.1087
H 0.12064 -4.89324 -1.86116 0.1034
H -1.41483 -4.52049 0.05190 0.1036
H -1.55217 -2.32198 1.10570 0.0879
O 2.83934 -1.04459 1.44156 0.0904
B 3.21604 -0.24063 0.35270 -0.6681
O 4.26888 -0.88489 -0.33435 0.0842
C 4.46735 -2.08363 0.29529 -0.2101
C 5.34689 -3.09554 -0.02191 0.0053
C 5.31501 -4.22649 0.79145 -0.0972
C 4.44257 -4.32392 1.86793 -0.0951
C 3.55930 -3.29288 2.18497 0.0102
C 3.59802 -2.18192 1.37220 -0.2045
H 6.02237 -3.01218 -0.86171 0.1168
H 5.98385 -5.04941 0.57763 0.0981
H 4.44953 -5.22169 2.47182 0.0981
H 2.87477 -3.35192 3.01884 0.1159
```

=====

Entry 3:
The molecule C2H8NPS at a distorted geometry. Source: OMol25; level of theory: ωB97M-V/def2-TZVPD.

Output
E_tot: -875.21830 hartree
HOMO: -7.75 eV
2S+1: 1
SMILES: C=[P@](C)(N)S
total charge: 0
LUMO: 0.6 eV
gap between HOMO and LUMO: 8.36 eV

```
13
Properties=species:S:1:pos:R:3:lowdin_charge:R:1
C -1.47216 1.25806 0.06581 -0.3468
P -0.37682 -0.05104 0.11612 0.4011
C 1.15202 0.12428 1.08410 -0.2969
N 0.57336 -0.59092 -1.60319 -0.1952
S -1.35153 -1.75361 0.82112 0.4410
H -2.48667 1.05321 -0.09109 -0.0624
H -1.14549 2.12312 -0.59081 0.0036
H 1.58348 -0.84159 1.15457 0.0094
H 1.90348 0.93190 0.56005 0.1081
H 0.91841 0.49351 2.11269 0.0540
H -0.08770 -0.03406 -2.25348 0.0230
H 1.47091 -0.02803 -1.40633 -0.0034
H -0.68129 -2.68482 0.03045 -0.1355
```

=====

Entry 4:
A structure of composition C27H22IrN3O4PS at a distorted geometry. Source: OMol25; level of theory: ωB97M-V/def2-TZVPD.

Output
E_tot: -2350.58337 hartree
HOMO (alpha / beta): -14.91 / -14.89 eV
2S+1: 2
total charge: +2
LUMO (alpha / beta): -8.8 / -9.9 eV
⟨S²⟩: 0.80
gap between HOMO and LUMO (alpha / beta): 6.07 / 4.94 eV

```
59
Properties=species:S:1:pos:R:3:lowdin_charge:R:1
Ir -0.78087 -1.00853 -1.92088 1.2551
O 3.33179 -2.03925 -1.07522 0.1423
C 2.27332 -1.51847 -0.84463 -0.5973
O 1.16038 -1.58748 -1.49149 -0.2297
C 2.20725 -0.61513 0.41744 -0.1577
C 3.38812 -0.03630 0.84402 0.0031
C 3.36850 0.84052 1.92254 -0.0103
C 2.17563 1.11994 2.57399 -0.0316
C 0.99759 0.52902 2.15656 -0.0443
C 1.00555 -0.35969 1.07530 -0.2942
P -0.54028 -1.12231 0.55103 1.1063
C -0.49787 -2.83674 1.06837 -0.3528
C -1.63657 -3.60124 0.77090 -0.0919
C -1.66469 -4.94319 1.09490 -0.0433
C -0.56422 -5.52726 1.71167 -0.0201
C 0.56405 -4.76917 2.00563 -0.0258
C 0.60592 -3.42271 1.68475 -0.0403
C -1.90829 -0.33662 1.42039 -0.3630
C -2.54138 0.73584 0.78515 -0.1004
C -3.60917 1.36621 1.39661 -0.0498
C -4.06667 0.90617 2.62563 -0.0310
C -3.44663 -0.16852 3.25042 -0.0351
C -2.37047 -0.80121 2.65079 -0.0593
H 4.31201 -0.28551 0.34432 0.1289
H 4.29464 1.28905 2.25463 0.1247
H 2.16585 1.79363 3.41955 0.1238
H 0.06639 0.74114 2.66454 0.1093
H -2.48332 -3.12681 0.28660 0.0995
H -2.54099 -5.53418 0.87006 0.1204
H -0.58661 -6.57711 1.96787 0.1250
H 1.41468 -5.23076 2.48623 0.1250
H 1.48525 -2.83901 1.92088 0.1189
H -2.18331 1.05875 -0.18551 0.0698
H -4.08942 2.20605 0.91432 0.1173
H -4.91991 1.38020 3.08965 0.1229
H -3.80787 -0.51731 4.20744 0.1235
H -1.88937 -1.63947 3.13715 0.1222
S -5.38297 -1.40817 -2.03244 0.9543
C -3.81917 -1.30308 -2.22844 -0.7887
N -2.64528 -1.19718 -2.35480 -0.1220
O 3.43781 0.96675 -2.20043 -0.0429
C 3.45029 2.21660 -2.86146 -0.2106
N 3.20443 3.30023 -1.93751 0.1223
C 2.00306 3.75255 -1.51495 -0.4467
O 1.85970 4.64072 -0.70424 0.1181
C 0.76017 3.10505 -2.08263 -0.0750
C -0.25563 3.90248 -2.60083 0.0693
C -1.44288 3.30255 -2.99865 0.0115
C -1.59320 1.93974 -2.83004 -0.1028
N -0.61436 1.18817 -2.31818 -0.0459
C 0.54265 1.74516 -1.95388 -0.0469
H 4.31556 0.57105 -2.20034 0.1079
H 2.65483 2.21149 -3.60856 0.1314
H 4.39962 2.40380 -3.36073 0.1456
H 3.99813 3.75172 -1.50360 0.1649
H -0.11525 4.97217 -2.67802 0.1485
H -2.25008 3.88468 -3.41698 0.1312
H -2.50984 1.43670 -3.10451 0.1129
H 1.31337 1.09431 -1.56037 0.1033
```